The following is a quantum chemistry calculation of a structure of composition C5H10Cl2O2S in a non-equilibrium geometry, from OMol25.

HOMO = -9.95 eV
Gap between HOMO and LUMO = 10.43 eV
F_max = 5.25 eV/Å
LUMO energy = 0.0177 hartree

The geometry in ORCA input format:
```
! RIJCOSX wB97M-V def2-TZVPD def2/J DEFGRID3
* xyz 0 1
C 0.14101 -2.48469 -0.30889
C -0.27164 1.56584 1.54836
C 0.31676 -1.09839 0.34749
C -0.25631 -0.07799 -0.58798
C -1.24911 1.20607 0.42583
O 2.25990 0.83550 -0.62424
O 0.40704 2.33630 -1.53332
S 1.03667 1.04787 -1.32034
Cl -2.50021 0.16458 1.03951
Cl 1.20740 0.17956 -3.10720
H 0.20202 -3.28419 0.64304
H 0.99104 -2.70706 -1.03173
H -0.82537 -2.63147 -0.88641
H -0.09871 0.68346 2.15045
H -0.95933 2.37537 2.06676
H 0.55785 2.09564 1.01880
H -0.04593 -1.00074 1.31722
H 1.45762 -0.86859 0.47848
H -0.91446 -0.36106 -1.36514
H -1.45626 2.02400 -0.27069
*
```

=====

The following is a quantum chemistry calculation of a structure of composition C18H16AuN5O4 in a non-equilibrium geometry, from OMol25.

HOMO (spin up / spin down) = -8.05 / -8.40 eV
<S²> = 2.008
Gap between HOMO and LUMO (spin up / spin down) = 7.96 / 4.94 eV
F_max = 1.63 eV/Å
LUMO energy (spin up / spin down) = -0.0033 / -0.1275 hartree

The geometry in ORCA input format:
```
! RIJCOSX wB97M-V def2-TZVPD def2/J DEFGRID3
* xyz 0 3
Au 11.17230 12.73892 4.88101
O 13.38862 13.01497 4.74511
C 14.03769 14.05315 4.71382
C 13.55656 15.41069 4.52873
C 14.55880 16.37884 4.56859
C 14.19344 17.69646 4.61056
C 12.82856 18.09070 4.51813
C 11.85944 17.16007 4.36977
C 12.15704 15.76544 4.42506
O 11.19716 14.92992 4.27564
N 15.18199 18.70481 4.97050
O 16.34689 18.33518 5.07298
O 14.76903 19.81532 5.19588
H 15.11196 13.98366 4.87973
H 15.56239 16.07032 4.72435
H 12.60387 19.14754 4.59438
H 10.79904 17.43881 4.31259
C 8.92875 8.75222 5.28826
N 8.26234 9.42754 4.25257
C 7.08165 8.86528 3.67063
C 8.83148 10.65094 3.72247
C 8.20614 11.90997 4.33096
C 6.82795 12.12890 4.37453
C 6.31120 13.37090 4.69656
C 7.21352 14.41607 4.89153
C 8.57544 14.18336 4.95032
C 9.10112 12.91027 4.71574
H 8.46789 7.77609 5.46076
H 8.95392 9.33315 6.19586
H 9.96507 8.59146 4.99700
H 7.49031 7.93310 3.21028
H 6.71905 9.52349 2.87632
H 6.34408 8.58057 4.40579
H 8.69331 10.59871 2.62266
H 9.89223 10.60865 3.94294
H 6.17015 11.32764 4.10074
H 5.23255 13.45961 4.67370
H 6.87372 15.43271 5.08638
H 9.26916 14.99776 5.03632
N 11.45634 6.90606 4.36648
C 12.18452 7.69457 4.80573
N 13.03199 8.60194 5.32586
C 12.44099 9.75426 5.19860
N 11.94947 10.80694 5.20934
*
```

=====

The following is a quantum chemistry calculation of a structure of composition C18H42N3O2P2Ru in a non-equilibrium geometry, from OMol25.

HOMO (spin up / spin down) = -17.97 / -18.87 eV
<S²> = 6.035
Gap between HOMO and LUMO (spin up / spin down) = 9.30 / 3.35 eV
F_max = 6.31 eV/Å
LUMO energy (spin up / spin down) = -0.3183 / -0.5703 hartree

The geometry in ORCA input format:
```
! RIJCOSX wB97M-V def2-TZVPD def2/J DEFGRID3
* xyz 3 5
Ru -0.62713 -0.55505 -0.27798
P 0.46905 -0.33114 -2.24478
P -1.46121 0.08816 1.74460
N -1.60908 1.09787 -0.92462
C -0.77170 0.65692 -3.18451
H -0.35548 1.12419 -4.08011
H -1.54488 -0.05272 -3.50029
C -1.36338 1.68131 -2.22284
H -0.69022 2.55566 -2.08970
H -2.27790 2.11439 -2.65739
C -2.42272 1.90660 -0.04582
H -3.29474 2.33081 -0.56922
H -1.83150 2.80040 0.25076
C -2.88571 1.10875 1.16885
H -3.67429 0.40507 0.87417
H -3.29005 1.75279 1.95307
C -0.72945 1.13635 3.10989
C 0.59137 0.59976 3.63690
H 1.05141 1.40079 4.22882
H 1.26710 0.29849 2.82299
H 0.41957 -0.20476 4.36169
C -2.24294 -1.40090 2.51692
C -1.22720 -2.25510 3.29002
H -1.67921 -3.23690 3.50117
H -0.94682 -1.80000 4.24818
H -0.31483 -2.41977 2.70362
C 0.47632 -1.98342 -3.07309
C 1.64269 -2.86806 -2.60407
H 1.44383 -3.90345 -2.92235
H 1.73637 -2.85929 -1.51104
H 2.60132 -2.55718 -3.03932
C 2.06931 0.55795 -2.66171
C 3.25062 0.08954 -1.82616
H 4.07005 0.81223 -1.95688
H 3.61382 -0.89467 -2.13784
H 2.97072 0.05624 -0.77083
C 0.74747 -1.55142 0.50333
C -3.50294 -1.15509 3.36382
H -3.26810 -0.66921 4.31735
H -4.24199 -0.54852 2.83599
H -3.96410 -2.12744 3.58934
C 0.37819 -1.98565 -4.60877
H 0.18869 -3.01784 -4.93664
H -0.44381 -1.36247 -4.96791
H 1.30849 -1.64924 -5.08025
C 2.47710 0.59511 -4.13598
H 3.28462 1.33836 -4.22641
H 2.89182 -0.37042 -4.45096
H 1.66956 0.89068 -4.81351
C -1.64121 1.47693 4.29459
H -1.71866 0.62209 4.97832
H -1.15231 2.29024 4.85407
H -2.64682 1.81984 4.02233
H -0.53659 2.07204 2.57081
H 1.82564 1.58508 -2.35483
H -2.55439 -1.99072 1.64186
H -0.44613 -2.44383 -2.69258
O 1.72167 -1.99892 1.01503
H -2.39642 -1.97625 -1.28234
H -1.87607 -2.34128 -0.76977
N 2.26997 3.00576 1.24544
C 2.35371 1.68105 1.03753
N 3.41959 0.98305 1.49705
O 1.45468 1.15439 0.33301
H 2.97360 3.57139 1.70642
H 1.41400 3.43885 0.96800
H 3.38342 -0.01852 1.46986
H 4.19422 1.43008 1.96471
*
```

=====

The following is a quantum chemistry calculation of an isolated molecule of C6H12O, from OMol25.

HOMO = -9.57 eV
Gap between HOMO and LUMO = 10.66 eV
F_max = 0.43 eV/Å
LUMO energy = 0.0399 hartree
Structure (SMILES) = CC/C=C/CCO

The geometry in ORCA input format:
```
! RIJCOSX wB97M-V def2-TZVPD def2/J DEFGRID3
* xyz 0 1
C 2.72331 -0.00126 -0.28555
C 1.68025 1.11753 -0.17843
C 0.31247 0.58166 0.14123
C -0.78764 0.77063 -0.58831
C -2.14027 0.15259 -0.30795
C -2.04733 -1.16453 0.46543
O -1.15010 -2.07735 -0.12923
H 2.78716 -0.57608 0.64607
H 2.47986 -0.70924 -1.08723
H 3.71590 0.40752 -0.49677
H 1.98595 1.82586 0.60516
H 1.65097 1.69087 -1.11438
H 0.25158 -0.05448 1.02825
H -0.70772 1.36990 -1.49650
H -0.42729 -1.56056 -0.52318
H -2.63670 -0.03423 -1.26666
H -2.78139 0.85690 0.24232
H -1.78866 -0.96168 1.51845
H -3.02355 -1.66188 0.48480
*
```

=====

The following is a quantum chemistry calculation of a structure of composition C5H6EuO4 in a non-equilibrium geometry, from OMol25.

HOMO (spin up / spin down) = -21.52 / -19.27 eV
<S²> = 12.023
Gap between HOMO and LUMO (spin up / spin down) = 8.52 / 3.17 eV
F_max = 4.94 eV/Å
LUMO energy (spin up / spin down) = -0.4779 / -0.5917 hartree

The geometry in ORCA input format:
```
! RIJCOSX wB97M-V def2-TZVPD def2/J DEFGRID3
* xyz 3 7
O 2.78634 -0.02175 0.45752
C 2.74448 -1.18464 0.08648
C 2.18710 -1.44373 -1.30774
O 1.68426 -0.47401 -1.87542
Eu 2.14695 1.82359 -0.93387
H 3.06983 -2.02121 0.72246
H 2.04632 -2.46881 -1.67654
C -2.37140 0.18893 2.19617
C -2.19597 0.50092 0.92261
O -0.87868 0.64722 0.46022
C -0.54547 0.99546 -0.73797
O -1.53150 1.27642 -1.51522
H -1.52902 0.02872 2.86977
H -2.97887 0.65476 0.18458
H -3.38650 0.09030 2.57762
H -1.24786 1.40783 -2.43067
*
```

=====

The following is a quantum chemistry calculation of a cluster of 2 separate species, C4H13NS in total in a non-equilibrium geometry, from OMol25.

HOMO = -8.98 eV
Gap between HOMO and LUMO = 9.96 eV
F_max = 1.07 eV/Å
LUMO energy = 0.0362 hartree
Structure (SMILES) = CCN.CCS

The geometry in ORCA input format:
```
! RIJCOSX wB97M-V def2-TZVPD def2/J DEFGRID3
* xyz 0 1
C 1.07867 -2.30927 -1.64602
C -0.14550 -2.86525 -0.94785
S -1.51968 -1.67192 -0.73729
H 1.41833 -1.39154 -1.17948
H 0.90206 -2.07931 -2.69920
H 1.87400 -3.04770 -1.63746
H 0.10192 -3.21301 0.04754
H -0.59136 -3.68820 -1.50163
C -0.86486 1.39867 1.74413
C -0.15697 2.64998 1.28415
N 0.78762 2.29271 0.22624
H -1.61808 1.59503 2.52337
H -1.43682 0.92925 0.94315
H -0.18267 0.65750 2.17227
H -0.91882 3.35631 0.94280
H 0.42924 3.05796 2.09976
H -0.85975 -0.53072 -0.98266
H 1.33292 3.06932 -0.11146
H 0.36975 1.79020 -0.54036
*
```

=====

The following is a quantum chemistry calculation of an isolated molecule of C19H20N2O2S in a non-equilibrium geometry, from OMol25.

HOMO = -8.37 eV
Gap between HOMO and LUMO = 8.13 eV
F_max = 1.28 eV/Å
LUMO energy = -0.0088 hartree
Structure (SMILES) = CCCCN(c1ccccc1)S(=O)(=O)c1cccc2cccnc12

The geometry in ORCA input format:
```
! RIJCOSX wB97M-V def2-TZVPD def2/J DEFGRID3
* xyz 0 1
C -4.73633 -1.17680 -1.53004
C -4.61919 0.33551 -1.37503
C -3.56135 0.74872 -0.35241
C -2.13863 0.41271 -0.80327
N -1.18421 0.87403 0.18737
C -0.18113 1.79495 -0.14314
C 0.41217 1.83316 -1.40326
C 1.39289 2.76660 -1.68360
C 1.80602 3.66176 -0.71265
C 1.22685 3.61866 0.54510
C 0.23425 2.70092 0.82918
H -0.21578 2.65604 1.80615
H 1.54489 4.31280 1.30887
H 2.57566 4.38607 -0.93552
H 1.84453 2.78449 -2.66539
H 0.12559 1.12217 -2.16512
S -0.87500 -0.23761 1.40082
O -0.15777 0.37750 2.46880
O -2.11998 -0.87658 1.71956
C 0.13426 -1.47134 0.56432
C -0.41984 -2.68484 0.27035
C 0.32020 -3.65553 -0.42408
C 1.60601 -3.39266 -0.81077
C 2.20234 -2.14836 -0.52159
C 3.52186 -1.81377 -0.89273
C 4.01490 -0.57854 -0.57100
C 3.18095 0.32116 0.11866
N 1.95725 0.04999 0.47156
C 1.45116 -1.15795 0.17631
H 3.53435 1.30818 0.38490
H 5.01993 -0.28841 -0.83526
H 4.12143 -2.53958 -1.42504
H 2.18582 -4.13407 -1.34231
H -0.13401 -4.60946 -0.64503
H -1.42962 -2.88195 0.59589
H -1.93922 0.90404 -1.75746
H -2.02881 -0.66838 -0.93346
H -3.74543 0.24648 0.59672
H -3.61662 1.82625 -0.18401
H -5.58276 0.73061 -1.04690
H -4.39025 0.78722 -2.34384
H -4.86613 -1.64285 -0.55653
H -3.84686 -1.59441 -1.99506
H -5.59250 -1.42858 -2.15236
*
```

=====

The following is a quantum chemistry calculation of a cluster of 2 separate species, C5H15N2O in total in a non-equilibrium geometry, from OMol25.

HOMO = -13.10 eV
Gap between HOMO and LUMO = 10.11 eV
F_max = 1.02 eV/Å
LUMO energy = -0.1100 hartree

The geometry in ORCA input format:
```
! RIJCOSX wB97M-V def2-TZVPD def2/J DEFGRID3
* xyz 1 1
C -0.69105 -1.34442 -3.36574
N -0.27664 -0.97899 -2.01131
C -0.06319 -2.12207 -1.16715
O 0.79481 -1.68338 -0.06161
H 0.10949 -1.85246 -3.90185
H -0.87512 -0.44746 -3.95662
H -1.59685 -1.95224 -3.37556
H -0.99293 -0.41653 -1.56839
H -0.97060 -2.51897 -0.70515
H 0.46435 -2.90383 -1.70813
H 1.21768 -0.91560 -0.50269
C 0.05407 3.32014 1.55485
C 0.57345 1.93302 1.70258
C -0.17062 0.89336 2.05063
N 0.44640 -0.44005 2.19793
H -0.95523 3.45962 1.93674
H 0.73093 4.02776 2.02655
H -0.00201 3.59180 0.49543
H 1.62050 1.75530 1.47325
H -1.22869 0.90030 2.26500
H 1.41234 -0.36381 2.50647
H -0.05124 -0.99440 2.89174
H 0.45018 -0.94708 1.22303
*
```

=====

The following is a quantum chemistry calculation of a cluster of 6 separate species, H11NO4 in total in a non-equilibrium geometry, from OMol25.

HOMO = -10.16 eV
Gap between HOMO and LUMO = 5.88 eV
F_max = 3.35 eV/Å
LUMO energy = -0.1576 hartree

The geometry in ORCA input format:
```
! RIJCOSX wB97M-V def2-TZVPD def2/J DEFGRID3
* xyz 0 1
N -1.79867 2.69348 1.67621
H -1.67529 3.09747 0.75176
H -2.59238 2.03020 1.63426
H -0.98612 2.03188 1.59762
H 0.59476 1.03296 -0.79811
H 1.74395 1.73704 -0.20987
O 0.77763 1.73889 -0.14844
H 0.55640 -0.34105 -2.69697
H 0.71389 -0.51495 0.08155
O 0.29301 -0.48506 -1.77593
H 1.57998 -1.90818 -1.23579
H 2.23336 -2.12865 0.09034
O 2.19288 -2.53984 -0.78171
H -0.75844 -1.57770 0.28632
H -1.35862 -2.91159 0.73670
O -1.51636 -1.95489 0.79205
*
```

=====

The following is a quantum chemistry calculation of a structure of composition C19H19ClMnN2O6Se, from OMol25.

HOMO (spin up / spin down) = -1.02 / -0.71 eV
<S²> = 0.818
Gap between HOMO and LUMO (spin up / spin down) = 4.90 / 4.59 eV
F_max = 0.54 eV/Å
LUMO energy (spin up / spin down) = 0.1424 / 0.1424 hartree

The geometry in ORCA input format:
```
! RIJCOSX wB97M-V def2-TZVPD def2/J DEFGRID3
* xyz -2 2
Mn 0.37479 -0.00979 1.07745
N -1.78686 0.05638 0.85898
C -2.21855 1.39216 0.40790
C -1.04354 2.25758 -0.09587
O -1.31355 3.29728 -0.72804
N 0.12323 1.77690 0.27650
C 1.36381 2.40160 -0.12441
C 2.42830 1.30606 -0.39401
O 3.42338 1.59473 -1.06570
O 2.17973 0.16910 0.13989
H -1.74851 -0.60312 0.08495
H -2.39719 -0.33711 1.56264
H -2.66036 1.92264 1.25509
H -2.97516 1.34874 -0.38033
H 1.75791 3.00009 0.70828
H 1.24760 3.06281 -0.98434
Se 1.42998 0.70354 3.30000
C 0.27176 -0.02609 4.63446
C -1.11918 -0.06394 4.47712
C -1.95070 -0.59171 5.45244
C -1.42760 -1.10122 6.63580
C -0.04999 -1.06426 6.81687
C 0.77844 -0.53755 5.83672
H -1.53456 0.34182 3.56781
H -3.02475 -0.60176 5.28940
H -2.07782 -1.51538 7.39796
H 0.38614 -1.45576 7.73084
H 1.85169 -0.52743 5.98793
C -2.72766 -5.42431 -2.31719
C -3.27299 -4.73523 -1.10011
C -4.63109 -4.52526 -0.93224
C -5.10504 -3.87769 0.19886
Cl -6.82701 -3.63170 0.38132
C -4.23993 -3.41814 1.16877
C -2.87252 -3.62268 1.01659
C -2.38857 -4.28983 -0.10547
O -1.08455 -4.56740 -0.32527
C -0.14809 -4.10415 0.64618
C -0.06184 -2.57438 0.72849
O -0.01424 -2.08277 1.88386
O -0.02965 -1.92240 -0.33616
H -3.49383 -5.51123 -3.08776
H -2.36700 -6.42612 -2.07176
H -1.87795 -4.87043 -2.71650
H -5.32653 -4.85717 -1.69286
H -4.61748 -2.89652 2.03749
H -2.19679 -3.23825 1.76948
H 0.81718 -4.48867 0.32114
H -0.38640 -4.51049 1.63140
*
```

=====

The following is a quantum chemistry calculation of a structure of composition C17H16AgN4O3 in a non-equilibrium geometry, from OMol25.

HOMO = -11.30 eV
Gap between HOMO and LUMO = 7.28 eV
F_max = 3.12 eV/Å
LUMO energy = -0.1478 hartree

The geometry in ORCA input format:
```
! RIJCOSX wB97M-V def2-TZVPD def2/J DEFGRID3
* xyz 1 1
Ag 0.66356 -0.35662 -0.54971
O 2.60628 -0.14930 -1.48718
C 3.19031 -0.60530 -2.49301
O 0.29780 -0.79183 -2.82607
C 1.10932 -1.35491 -3.56512
O 0.75968 -2.16914 -4.56978
N 2.50411 -1.25520 -3.51393
C 1.95007 -2.57078 -5.31882
C 3.13761 -1.95006 -4.64099
H 1.84666 -2.19658 -6.34277
H 2.01466 -3.66439 -5.31392
H 3.64331 -1.23420 -5.29969
H 3.86453 -2.69334 -4.29400
C 4.63058 -0.54645 -2.67222
C 5.42571 -0.31255 -1.61170
H 5.02372 -0.72090 -3.68145
H 4.99848 -0.28170 -0.60978
H 6.49848 -0.18968 -1.74520
C -2.03709 3.66287 3.38852
C -2.68983 2.45253 3.65250
C -2.37445 1.31836 2.90609
C -1.39032 1.37751 1.90165
C -0.74440 2.60676 1.62184
C -1.07271 3.73761 2.36993
N -1.04982 0.21036 1.19996
N -1.79179 -0.78390 1.58307
C -1.47991 -2.02081 1.06124
C -2.30995 -3.11859 1.40924
C -2.05650 -4.35078 0.83321
C -0.97785 -4.46609 -0.06431
C -0.18074 -3.35258 -0.31888
N -0.42292 -2.15258 0.23392
H -2.27968 4.55105 3.97492
H -3.44532 2.37147 4.43359
H -2.86119 0.35884 3.07542
H -0.00368 2.62009 0.82070
H -0.57634 4.68887 2.16523
H -3.11258 -2.89622 2.10823
H -2.68181 -5.21020 1.06775
H -0.75250 -5.40326 -0.56412
H 0.67774 -3.40019 -0.99354
*
```

=====

The following is a quantum chemistry calculation of a cluster of 3 separate species, C6H13NO in total in a non-equilibrium geometry, from OMol25.

HOMO (spin up / spin down) = -7.71 / -6.22 eV
Gap between HOMO and LUMO (spin up / spin down) = 8.40 / 6.60 eV
F_max = 1.05 eV/Å
LUMO energy (spin up / spin down) = 0.0250 / 0.0140 hartree

The geometry in ORCA input format:
```
! RIJCOSX wB97M-V def2-TZVPD def2/J DEFGRID3
* xyz 0 1
C -1.07328 -0.77594 -0.22502
C 1.19371 -0.34840 -0.34278
C -1.50796 -0.93471 1.19569
C -1.78953 0.22781 -1.07778
C 0.95619 0.76148 0.34666
N 3.30549 0.24899 -0.33534
C 0.66572 1.83194 1.01462
O -0.95002 -2.03424 -0.80378
H -0.76482 -1.94599 -1.74652
H 3.43338 1.17483 -0.74993
H 3.66228 0.32402 0.61966
H 1.19260 -0.34216 -1.42364
H 1.42282 -1.28435 0.14463
H -2.50406 -1.39906 1.23878
H -0.82070 -1.58395 1.74111
H -2.82520 -0.09275 -1.26700
H -1.29976 0.35107 -2.04917
H -1.81896 1.20531 -0.59747
H -1.55985 0.02562 1.70632
H 1.43725 2.53502 1.30413
H -0.35531 2.05544 1.30683
*
```